Formula: C4H3NO
Source: OMol25
Level of theory: ωB97M-V/def2-TZVPD

## Properties
HOMO level (spin up / spin down) (eV): -9.8 / -9.6
Energy (Ha): -283.96588
Energy above the lowest of the compared OMol25 structures with the same formula, charge and spin (kcal/mol): 130.0
LUMO (spin up / spin down) (eV): -1.261 / -2.640
Kohn-Sham gap (spin up / spin down) (eV): 8.49 / 7.00

Each line ends with the natural charge from an NBO analysis.
Atoms and positions in Å:
C (1.589, 1.999, 2.390)  0.296
C (1.726, 0.908, 3.219)  0.029
C (0.721, 0.713, 1.059)  0.600
C (0.021, 0.005, -0.043)  -0.705
N (1.034, 2.006, 1.211)  -0.533
O (1.013, 0.074, 2.221)  -0.483
H (0.396, 0.222, -1.084)  0.267
H (-1.029, 0.244, 0.185)  0.265
H (-0.021, -1.151, 0.231)  0.263

***

Formula: C41H85BClN8O10P2
Source: OMol25
Level of theory: ωB97M-V/def2-TZVPD

## Properties
HOMO level (spin up / spin down) (eV): -9.3 / -10.2
Energy (Ha): -3971.16621
LUMO (spin up / spin down) (eV): -3.238 / -3.239
Kohn-Sham gap (spin up / spin down) (eV): 6.04 / 6.95
Net charge: +1
Expectation value of S²: 6.016
2S+1: 5

Each line ends with the Löwdin spin population.
Atoms and positions in Å:
C (6.402, 2.551, -3.057)  0.000
C (7.372, 2.143, -4.177)  0.000
O (7.509, 0.727, -4.261)  0.000
C (6.872, 0.151, -5.353)  0.000
N (5.429, 0.364, -5.357)  0.000
C (4.478, -0.288, -4.696)  0.000
N (3.186, 0.078, -4.812)  0.000
C (2.521, -0.777, -4.058)  0.000
P (0.666, -0.503, -4.046)  0.000
O (0.457, 0.233, -2.622)  0.000
Cl (-0.260, -2.308, -3.846)  0.000
N (3.318, -1.682, -3.477)  0.000
B (2.856, -2.815, -2.618)  0.000
O (2.020, -2.472, -1.623)  0.000
O (3.226, -4.090, -2.926)  0.000
N (4.619, -1.364, -3.870)  0.000
P (5.900, -2.457, -3.200)  0.000
O (6.951, -1.391, -2.659)  0.000
O (6.635, -3.027, -4.523)  0.000
H (5.556, 3.106, -3.463)  0.000
H (5.997, 1.643, -2.615)  0.000
H (6.881, 3.169, -2.305)  0.000
H (8.350, 2.576, -3.981)  0.000
H (7.048, 2.561, -5.133)  0.000
H (7.239, 0.625, -6.266)  0.000
H (7.124, -0.903, -5.411)  0.000
H (5.081, 1.120, -5.924)  0.000
H (0.154, 1.133, -2.816)  0.001
H (1.512, -3.224, -1.301)  0.000
H (3.548, -4.579, -2.163)  0.000
H (7.865, -1.645, -2.854)  0.000
H (5.993, -3.475, -5.091)  0.000
C (-2.822, 4.170, 1.047)  0.003
C (-2.857, 4.191, -0.491)  0.027
C (-4.182, 4.789, -0.968)  0.016
C (-5.376, 3.866, -0.722)  0.001
C (-5.137, 2.489, -1.340)  0.016
C (-3.804, 1.852, -0.939)  0.027
N (-2.664, 2.817, -1.055)  0.380
O (-2.252, 2.884, -2.279)  0.521
C (-3.894, 1.300, 0.496)  0.003
C (-3.537, 0.647, -1.828)  -0.001
C (-1.701, 5.091, -0.914)  -0.001
H (-2.651, 5.176, 1.430)  0.000
H (-3.750, 3.838, 1.503)  0.000
H (-2.013, 3.536, 1.410)  0.001
H (-4.116, 5.009, -2.038)  0.002
H (-4.339, 5.745, -0.464)  0.002
H (-5.578, 3.775, 0.348)  0.000
H (-6.271, 4.308, -1.162)  0.001
H (-5.947, 1.810, -1.069)  0.002
H (-5.168, 2.589, -2.430)  0.002
H (-2.913, 0.977, 0.848)  0.001
H (-4.555, 0.435, 0.513)  0.000
H (-4.299, 2.007, 1.214)  0.000
H (-3.577, 0.901, -2.886)  0.000
H (-4.287, -0.124, -1.657)  0.000
H (-2.554, 0.220, -1.617)  0.000
H (-0.746, 4.682, -0.580)  0.000
H (-1.830, 6.071, -0.457)  0.000
H (-1.659, 5.231, -1.992)  -0.001
C (1.665, 6.827, 4.914)  0.002
C (1.343, 5.627, 5.824)  0.026
C (2.617, 4.826, 6.095)  0.015
C (3.109, 4.052, 4.874)  0.001
C (2.002, 3.159, 4.316)  0.015
C (0.682, 3.891, 4.058)  0.026
N (0.289, 4.754, 5.215)  0.365
O (-0.272, 4.032, 6.126)  0.540
C (0.788, 4.730, 2.770)  0.003
C (-0.414, 2.867, 3.789)  -0.001
C (0.822, 6.227, 7.124)  -0.001
H (2.177, 7.594, 5.494)  0.000
H (2.327, 6.586, 4.085)  0.000
H (0.753, 7.267, 4.511)  0.001
H (2.432, 4.120, 6.911)  0.002
H (3.394, 5.508, 6.446)  0.001
H (3.474, 4.736, 4.104)  0.000
H (3.962, 3.433, 5.158)  0.001
H (2.331, 2.691, 3.385)  0.001
H (1.822, 2.345, 5.026)  0.002
H (-0.089, 5.369, 2.653)  0.001
H (0.835, 4.068, 1.904)  0.000
H (1.676, 5.355, 2.725)  0.000
H (-0.495, 2.130, 4.585)  0.000
H (-0.194, 2.321, 2.870)  0.000
H (-1.384, 3.351, 3.671)  0.000
H (-0.088, 6.803, 6.951)  0.000
H (1.578, 6.897, 7.533)  0.000
H (0.611, 5.469, 7.874)  -0.001
C (-2.201, -2.847, 7.819)  0.002
C (-3.339, -1.845, 8.089)  0.026
C (-4.172, -1.653, 6.821)  0.015
C (-3.436, -0.866, 5.737)  0.001
C (-2.936, 0.472, 6.281)  0.015
C (-2.126, 0.356, 7.575)  0.026
N (-2.803, -0.534, 8.570)  0.361
O (-3.727, 0.120, 9.191)  0.545
C (-0.708, -0.160, 7.265)  0.003
C (-1.927, 1.746, 8.166)  -0.001
C (-4.194, -2.482, 9.179)  -0.001
H (-2.609, -3.858, 7.781)  0.000
H (-1.694, -2.691, 6.870)  0.000
H (-1.459, -2.818, 8.617)  0.001
H (-5.097, -1.127, 7.073)  0.002
H (-4.467, -2.634, 6.440)  0.001
H (-2.605, -1.451, 5.334)  0.000
H (-4.114, -0.686, 4.900)  0.001
H (-2.324, 0.977, 5.529)  0.001
H (-3.799, 1.119, 6.461)  0.002
H (-0.171, -0.386, 8.187)  0.001
H (-0.150, 0.613, 6.734)  0.000
H (-0.689, -1.044, 6.631)  0.000
H (-2.868, 2.271, 8.310)  0.000
H (-1.323, 2.340, 7.481)  -0.001
H (-1.411, 1.698, 9.126)  0.000
H (-3.617, -2.627, 10.093)  0.000
H (-4.539, -3.457, 8.835)  0.000
H (-5.071, -1.885, 9.417)  -0.001
C (0.216, -5.504, -5.794)  0.002
C (0.310, -5.353, -7.323)  0.026
C (-1.049, -4.943, -7.889)  0.015
C (-2.076, -6.074, -7.848)  0.001
C (-1.536, -7.324, -8.543)  0.015
C (-0.156, -7.766, -8.047)  0.026
N (0.794, -6.612, -7.965)  0.361
O (1.282, -6.350, -9.132)  0.544
C (-0.283, -8.460, -6.679)  0.003
C (0.401, -8.825, -8.993)  -0.001
C (1.324, -4.237, -7.555)  -0.001
H (0.183, -4.511, -5.348)  0.000
H (-0.673, -6.027, -5.451)  0.000
H (1.092, -6.021, -5.398)  0.001
H (-0.925, -4.617, -8.926)  0.002
H (-1.420, -4.077, -7.334)  0.001
H (-2.360, -6.301, -6.817)  0.000
H (-2.989, -5.749, -8.348)  0.001
H (-2.236, -8.152, -8.416)  0.001
H (-1.481, -7.127, -9.618)  0.002
H (0.702, -8.647, -6.248)  0.002
H (-0.779, -9.422, -6.802)  0.000
H (-0.875, -7.903, -5.956)  0.000
H (0.421, -8.483, -10.025)  0.000
H (-0.233, -9.710, -8.948)  0.000
H (1.414, -9.114, -8.708)  0.000
H (2.303, -4.513, -7.156)  0.000
H (0.983, -3.336, -7.041)  0.000
H (1.439, -3.994, -8.609)  -0.001